1.
Here is C54H53Cl5N2PS2SbSeZn as an isolated structure from the Open Molecules 2025 dataset. Energies are from ωB97M-V/def2-TZVPD.

ΔE to the lowest compared entry with this formula, charge and spin	68.8	kJ/mol
energy	-10058.86224	a.u.
E_LUMO	0.0002	Ha
Kohn-Sham gap	7.6	eV

Structure (ORCA input):
```
! wB97M-V def2-TZVPD RIJCOSX def2/J DEFGRID3
* xyz 0 1
C -6.4473 1.0615 1.7313
C 2.2754 1.5543 -2.6961
H -3.1246 -1.7947 -6.1063
C 0.7904 0.6307 -5.6398
C 4.5432 4.1110 2.3002
H 5.4346 0.7317 -1.8047
C 2.9458 -1.1326 3.7922
C 2.4828 2.9567 2.3094
C 2.4880 -0.6883 2.4079
C -7.0978 1.9572 2.5695
Cl 0.9849 -2.1136 -2.2921
H -2.4575 4.8615 -4.8907
C -5.8326 5.2457 -3.1500
H 3.8064 -0.5310 4.0961
C 3.1136 -0.0060 -0.8333
C 3.1620 4.1683 2.2946
Cl 0.8009 -6.3336 1.0545
C 1.1293 3.1228 5.4719
C -5.4188 1.4994 0.9112
C 4.5511 1.6832 2.3465
H 6.3084 2.8894 2.3205
P -3.7027 3.4381 -0.1745
C 0.2235 -4.7872 0.5764
H 5.9678 2.3158 -3.6092
C -0.4687 0.0590 -5.0532
H 2.6383 5.1133 2.2732
C 4.6328 1.2194 -2.3477
C -4.5278 2.8240 -2.7969
C -0.8429 0.2454 -3.7160
S -2.8879 5.0887 0.5168
H 0.9951 5.0212 4.4410
H -3.7926 -1.4554 -3.7304
C -0.8030 -4.1716 1.2927
H 0.9420 0.2618 -6.6534
C -5.0335 2.8372 0.9229
Zn -0.8267 -0.1860 -0.0896
H -2.3700 -0.1620 -2.2497
H 3.2551 -0.8848 1.6589
H 0.1449 6.5375 -1.9381
H -7.8980 1.6142 3.2129
H -6.3181 4.5254 -5.1130
H -7.2160 3.9904 3.2430
H -1.0836 2.8302 3.9843
H 3.2855 -1.0434 -1.1257
H 1.8023 3.0229 -4.1921
H 2.1109 0.0523 -0.4097
C 5.2270 2.8889 2.3218
C 2.5950 2.4876 -3.6855
C 1.8467 -1.0788 4.8516
H 1.6837 3.4897 6.3367
H -5.3671 4.7647 1.7859
C -2.0390 -0.3142 -3.2713
H 0.2168 -2.0419 3.7697
Sb 0.1999 1.3298 -2.1655
C -1.7095 4.7403 -4.1176
C 0.7716 -4.1451 -0.5322
H -1.0124 -0.8272 -6.9179
H 3.3021 -2.1628 3.6999
H 5.1100 5.0318 2.2853
Cl -1.5176 -4.9746 2.6363
C -1.3055 3.4667 -3.7429
H 0.4392 4.5734 1.9909
H 2.3088 -1.1650 5.8376
S -2.4230 1.9010 -0.5000
C -0.6277 -2.1829 -0.1239
C 0.1586 4.4033 -2.0636
C 1.1157 4.2432 -0.9176
C -0.2464 5.6724 -2.4605
C 3.9066 2.7655 -4.0225
H 1.2843 -3.1614 4.6266
H -5.1437 2.3684 -4.7972
C -1.2206 -2.9026 0.9074
C -1.3078 -0.6794 -5.8858
C -0.3738 3.2947 -2.7268
H -0.2816 4.7243 5.5912
C 0.3244 -2.8653 -0.8672
C -5.1663 3.0995 -3.9983
Cl -2.5786 -2.1833 1.7271
C -4.5355 3.7587 -1.7683
C -2.4969 -1.2268 -5.4319
H 1.1635 5.1573 -0.3260
C 3.3118 0.9334 -1.9913
H 5.0809 0.7405 2.3635
C 0.3224 4.2435 4.8186
H -1.4266 4.4899 3.5574
H -3.9972 1.8897 -2.6617
C 0.0223 3.6258 2.3307
N 1.1283 2.6542 2.2897
H -4.8965 0.8012 0.2691
C -1.1703 5.8450 -3.4795
C 3.1628 1.7423 2.3455
H 0.7365 1.7204 -5.6869
H 4.1242 3.4937 -4.7931
H 1.6687 0.3719 -5.0500
H 0.4648 2.3272 5.8169
H 1.3627 -0.0965 4.8308
Cl 2.0019 -4.9263 -1.4489
C 0.9769 1.3222 2.3167
H -0.7194 3.3158 1.5928
H 3.8254 0.2433 -0.0451
C -5.1897 4.9743 -1.9525
H -6.7377 0.0186 1.7201
H -5.1664 5.7149 -1.1630
C 0.8053 -2.1803 4.6779
H 1.5814 -1.2120 2.1024
C -2.8684 -1.0413 -4.1118
C -6.7160 3.2906 2.5854
H -6.3356 6.1946 -3.2864
C 4.9351 2.1133 -3.3562
C -0.6129 3.7755 3.7022
N 2.1970 0.7446 2.3504
C -5.6864 3.7302 1.7657
H 0.1069 -2.1967 5.5147
H -1.4862 6.8422 -3.7569
Se -0.6621 0.4344 2.3538
C -5.8207 4.3093 -4.1759
H 1.8570 2.6744 4.7927
H 0.7796 3.4403 -0.2557
H -1.7474 2.6062 -4.2310
H 2.1273 4.0032 -1.2555
*
```

2.
Here is C54H54AsOP2PdSSi2 as an isolated structure in a non-equilibrium geometry from the Open Molecules 2025 dataset. Energies are from ωB97M-V/def2-TZVPD.

energy	-6188.71069	a.u.
E_LUMO (alpha / beta)	-0.0966 / -0.1320	Ha
Kohn-Sham gap (alpha / beta)	6.6 / 5.9	eV

Structure (ORCA input):
```
! wB97M-V def2-TZVPD RIJCOSX def2/J DEFGRID3
* xyz 1 3
C 2.6197 -3.0907 -1.8463
C 1.9798 -2.1029 2.1747
S 0.3972 0.0875 2.2859
Si -0.5325 4.7581 0.0267
C -5.1676 -0.7360 1.6380
H 1.5058 5.7816 -2.7323
C 1.7299 -1.1772 -2.9852
H -0.9747 -1.7793 3.9889
C -1.1942 4.0668 -3.7952
H -4.7526 2.2355 -2.4809
C -0.6727 -4.7753 -0.1532
C 4.4621 -3.4512 1.6598
C 1.7107 4.8992 -3.4079
H -2.5447 5.8177 -1.1009
C 3.5409 -3.9979 2.5402
H 2.6923 -5.2061 5.3113
H 6.3826 0.7732 -2.7873
P -1.5399 -0.8087 -0.2251
H 1.8015 -3.9478 -5.0365
H 4.9628 -1.7109 0.4573
H 2.9760 -3.5910 -0.9538
C 2.2407 -1.7168 -1.8263
C -1.4103 4.2701 1.5830
H 3.6839 -6.1648 2.7709
H 0.1146 -3.0164 0.7861
C -2.3992 1.2938 5.0315
C -1.5375 -5.2888 -1.1507
C -2.4495 -0.0506 2.4123
H 1.4683 -0.0896 -2.9759
C -5.0583 0.9270 4.9835
C 1.6355 -3.9256 3.8987
H 1.9736 1.5273 -3.9507
H -0.3482 -3.9119 4.9007
H 4.5229 -5.2280 4.0319
H -1.9591 4.0542 -3.0280
H -0.7790 3.6325 2.2005
H 0.2270 1.2967 -4.2276
C -5.9882 0.4983 3.8030
H 1.8687 4.5271 0.7482
C 5.9327 2.0435 -1.1707
C 5.0669 2.2597 -0.1082
C 1.0374 2.0116 -4.2686
H -2.3851 1.4348 6.1004
C 2.3884 -3.2272 2.8593
C 5.7177 0.9165 -1.9516
H 5.1816 3.1116 0.5434
As 0.3360 2.7363 -1.0241
C -1.2240 0.4637 3.0094
H -1.5738 -6.3663 -1.3834
C -2.7707 -0.5570 1.0938
H -1.9281 5.0505 2.1503
C -2.5688 0.1261 -4.0096
C -1.4847 6.0288 -0.9863
H -0.3246 1.6606 4.5292
H 1.7060 5.2332 -4.4390
C -1.5816 -2.5578 -0.5362
C 4.0020 1.4142 0.2327
C -2.5062 -3.0938 -1.4243
H 4.5911 -0.8202 -2.3028
H 3.4263 1.5713 1.1679
H -6.1785 -1.0138 1.3527
H -3.7622 1.2638 -0.5357
C 1.2152 5.3725 0.4690
C 2.4473 -3.8603 -3.0077
H 2.6899 4.5006 -3.2674
C -0.6200 -3.4405 0.0950
H -2.2508 3.5933 1.2846
C -4.0610 -0.9890 0.8188
C 1.6160 -1.9233 -4.1511
H -1.0929 6.2047 -2.0028
H -0.9073 -0.8320 -2.8927
C 4.2035 -2.1974 1.0698
H -3.1461 -4.8740 -2.4218
C -3.3938 0.9157 -1.4690
C 0.7831 -1.5442 2.7169
C 4.6301 0.0616 -1.7018
H -1.3306 7.0857 -0.5429
H 1.1883 6.0023 1.3413
C 3.6130 -5.2676 3.3964
C -1.8304 -0.2642 -2.8908
H -5.1965 0.2453 5.8275
C -4.0333 1.4360 -2.6456
P 2.3494 -0.6510 -0.2912
C -3.7256 0.9355 -3.8764
C 2.9334 -1.6573 1.1416
H -1.1047 5.0880 -4.2387
H 6.7320 2.7662 -1.4058
H -2.3322 -0.2585 -5.0178
H -1.5381 3.4566 -4.6308
C -2.4187 -4.4335 -1.7614
H 1.8285 5.8155 -0.3146
H 1.2051 2.2781 -5.3057
C -1.2330 1.1565 4.2344
H 1.1582 -1.4079 -5.0221
H 1.6959 -6.1368 4.1898
O 1.2578 1.1129 2.9676
H 2.7537 -4.9013 -2.9789
Si 0.5060 3.4564 -3.2587
H -5.4137 1.9506 5.3280
C 2.3230 -5.2145 4.2557
C -2.3521 0.0063 -1.6177
H 5.4462 -3.8434 1.4572
C -3.6161 0.8693 4.4560
H -0.1455 -5.4708 0.5601
H -6.5509 1.3876 3.4202
H -4.2444 -1.5914 -0.1213
C 0.4274 -3.3983 4.2923
C 1.8999 -3.3087 -4.1698
H -4.2730 1.2130 -4.7288
H -3.2205 -2.4774 -1.9786
C -3.6665 0.3257 3.1533
H -6.6708 -0.3327 4.0660
C -4.9941 0.0238 2.7401
Pd 0.4268 0.5083 -0.0268
C -0.0252 -2.2170 3.6264
C 3.7723 0.3556 -0.6371
*
```

3.
Here is C54H55CsN8O5P2 as an isolated structure in a non-equilibrium geometry from the Open Molecules 2025 dataset. Energies are from ωB97M-V/def2-TZVPD.

energy	-3607.98432	a.u.
E_LUMO	-0.0184	Ha
Kohn-Sham gap	7.3	eV

Structure (ORCA input):
```
! wB97M-V def2-TZVPD RIJCOSX def2/J DEFGRID3
* xyz 0 1
H 5.4536 -0.7209 0.1924
C 4.5077 3.0040 3.3596
H 0.0070 0.7242 8.8829
P 2.9846 -1.9421 1.0921
C 0.3426 -2.2487 -2.5814
C -1.5666 3.6073 3.4081
H -2.7251 5.2088 1.6773
C -0.5866 -5.0635 -1.9815
H -1.5032 -0.1041 3.5938
C 4.0094 -1.5278 2.5810
C 2.6401 -3.2127 -4.5230
C -3.9152 6.9470 -1.6735
C 6.1826 -3.1985 -1.9847
N 0.0893 1.9156 -2.5971
C 1.4102 1.4858 5.8946
H 4.6637 4.5851 1.9148
H 6.9272 -3.4743 -2.7199
H -1.5216 4.6876 3.3590
N -1.5799 3.0743 4.6210
H 4.7373 -2.3182 2.7852
N -2.0263 -2.2711 -3.9477
C 1.2971 0.2569 5.2536
H 2.7060 3.8120 0.6102
H -3.2203 -3.4254 2.5568
N -1.5426 1.5086 2.3090
C -1.0734 2.5621 -2.5623
C 0.8777 -3.7085 1.4673
O 1.4012 -2.2701 -1.9172
H -4.2024 -1.1998 3.2794
C -2.8960 7.6418 0.3608
H 0.2673 -2.9303 1.0251
H 1.4715 1.8441 1.2842
C 2.6839 1.4432 3.0389
C 2.2504 -3.5345 1.6289
H 4.9747 -4.9400 -2.3160
C -3.1003 6.6429 -0.5873
H 1.2763 0.7084 -3.7734
C 0.9491 1.6520 7.1933
H -1.9557 -2.2943 3.0304
H -0.2725 0.6997 -5.7027
P 1.7642 -0.0662 3.5211
O -1.5528 -4.1419 -5.0982
C -2.4739 5.3126 -0.4428
C -1.1989 -3.3034 -4.2949
H 2.9624 -2.6667 -3.6388
H 0.5730 -1.7637 5.4573
C 3.0146 3.2817 1.5021
H 2.6882 -2.1918 4.1485
H 1.4335 -4.6918 -2.6161
C 0.1805 -3.3174 -3.6571
H 5.3686 3.3291 3.9290
C -1.7891 -1.3220 -2.9442
N -1.6869 1.8846 -4.7688
C -1.5936 1.7488 4.6734
C 0.4327 -4.7025 -3.0487
N -1.2523 2.8047 -0.1573
C -2.0336 4.5951 -1.5463
H 7.1516 -1.3582 -1.4531
C -1.9558 2.5264 -3.6459
C -3.7699 -1.3505 2.2892
C 0.2575 -4.8922 1.8466
C 0.3665 0.5933 7.8708
C -1.5854 2.8378 2.2420
H 2.2019 0.9165 -1.7314
N -4.2862 9.1657 -0.8529
H 0.9879 -1.9789 -5.1491
H -4.1332 6.2111 -2.4352
C -1.5517 0.9745 3.5205
C 2.9928 -4.5771 2.1873
C 6.3100 -2.0146 -1.2719
H -2.1130 5.0109 -2.5403
H -3.3492 9.6646 0.9030
H 4.0654 -4.4699 2.3021
H -1.6085 1.2770 5.6488
C -1.4508 3.3450 -1.3573
C 2.3059 2.1562 1.9018
C 1.0081 -5.9148 2.4014
C 3.8006 1.8829 3.7543
H 1.0420 2.6201 7.6681
C -4.4791 8.2104 -1.7541
O -2.6803 -0.5445 -2.6420
H 0.8618 -3.6505 -5.6545
C 1.1636 -3.0104 -4.8213
H 0.5314 -6.8409 2.6969
C 4.2645 -2.4959 -0.0810
H 2.1824 -0.6260 -1.5020
Cs 0.1410 -0.3862 0.0125
C 4.1121 3.7094 2.2301
C -1.7008 3.4779 0.9018
C 4.1359 -3.6708 -0.8141
H 2.9682 -6.5572 2.9985
H -4.5903 -1.5819 1.6062
C -2.3202 4.7217 0.8033
H 4.1174 1.3427 4.6391
H 4.5746 -0.6242 2.3343
H -0.8093 -4.9996 1.6981
H -0.3513 -6.0232 -1.5208
H 2.8759 -4.2650 -4.3662
H 3.2311 -2.8746 -5.3758
H 0.4231 -5.4357 -3.8574
H 3.2791 -4.3132 -0.6581
H -1.5932 -5.1366 -2.3970
H -0.2183 -1.4720 7.7521
H -5.1240 8.4620 -2.5881
C 3.1580 -1.2603 3.8164
H 1.8408 2.3324 5.3750
H -2.7382 -2.5387 0.3427
C -0.5258 1.2440 -4.8014
C -3.5051 8.8735 0.1787
C 5.0907 -4.0212 -1.7558
H -2.9144 3.0255 -3.5764
C 0.6971 -0.8004 5.9413
H -0.5988 -4.3215 -1.1799
O -2.0798 -2.5810 1.0467
H -2.2528 7.4795 1.2143
H 3.7855 -0.9063 4.6401
H -3.3140 -0.4163 1.9619
H -2.9447 -2.2631 -4.3698
C 2.3789 -5.7555 2.5721
C 5.3548 -1.6633 -0.3321
C -2.7484 -2.4688 2.2968
O 2.5055 0.2234 -1.1346
C 0.2410 -0.6378 7.2381
N -0.5751 -1.3153 -2.3407
C 0.3402 1.2533 -3.7197
*
```

4.
Here is C54H55F3Ge2IrN2O5S5 as an isolated structure in a non-equilibrium geometry from the Open Molecules 2025 dataset. Energies are from ωB97M-V/def2-TZVPD.

ΔE to the lowest compared entry with this formula, charge and spin	100.7	kJ/mol
energy	-9125.32363	a.u.
E_LUMO (alpha / beta)	-0.0806 / -0.1144	Ha
Kohn-Sham gap (alpha / beta)	5.7 / 4.8	eV

Structure (ORCA input):
```
! wB97M-V def2-TZVPD RIJCOSX def2/J DEFGRID3
* xyz 0 2
H 0.7956 5.4037 2.6853
F 0.8565 -3.1437 1.4673
C 6.5065 -3.1473 2.5891
C -0.0132 3.4398 -1.3469
C 0.5317 2.9243 4.9632
C 3.6141 -0.8357 6.1280
H 0.9786 -1.3093 6.4137
S 1.9610 -0.7099 -0.2847
C -1.3553 3.4991 -1.4334
H 5.4857 4.9511 1.9926
C -0.7824 2.5194 4.7058
H 6.1124 -6.2905 1.4774
H 6.8512 -4.3862 5.7090
C -3.5953 2.5991 -0.9190
C 2.6974 0.6683 7.8496
C -1.4606 1.4836 5.5480
H -1.8620 4.2694 -1.9954
O 1.8258 2.2144 -0.5168
H 2.9167 7.4423 -1.2996
S 0.1489 0.0483 3.1259
H 4.9388 -3.2288 -1.8966
N -0.2533 1.5335 0.0480
C -1.4840 3.1353 3.6772
C -1.6729 4.8117 1.8132
S -1.5991 -2.9481 0.5898
H -2.4881 2.8019 3.4608
H 9.0424 1.2654 -1.0089
C 5.8418 4.2690 1.2243
C 1.1924 2.4615 7.3321
C 5.4247 -3.8838 0.5916
O -2.6752 -3.8421 0.3349
H 6.9087 -5.7472 2.9593
H 5.6882 0.8255 7.3637
H -2.2943 1.0483 5.0054
H 4.9990 -4.6763 -0.0064
F 0.3564 -4.8722 0.2664
H -1.8730 5.8545 2.0570
C 5.7287 0.4915 6.3266
C 4.8902 4.2202 0.0644
C 1.0955 3.9940 4.2619
H 8.3063 -0.8626 0.0098
C 7.1229 -0.7458 2.9404
H 5.4985 -1.5476 -1.7922
N -2.1565 2.5998 -0.8117
Ge 3.4474 0.5897 0.7896
H 4.7886 1.2153 -2.6189
C 4.9183 -2.3237 -1.2953
C 4.0828 5.3076 -0.2244
C 6.0021 -1.5731 0.8481
F -0.4181 -4.6896 2.2637
H 6.8149 4.6280 0.8828
C 2.8371 0.3711 6.4949
C 5.3559 0.7785 0.0657
C 3.6707 -3.2081 5.7776
C 6.0455 -5.5986 2.3138
H 5.7154 -4.9647 6.9221
C -0.1350 -4.0075 1.1527
O -1.7086 -2.1029 1.7686
H -2.6216 4.3137 1.6341
H -3.9970 2.3167 0.0542
H -3.9490 3.5848 -1.2111
S 2.9283 2.3659 2.1726
H 1.4747 6.4480 -1.1297
H -1.8447 1.9422 6.4602
C 6.5194 -1.8459 2.1209
H -3.9243 1.8549 -1.6483
C 3.2830 5.3366 -1.3587
H 0.5284 3.2528 7.6472
C 5.7082 -2.0089 6.0625
C 4.0510 3.1119 -1.9203
C -1.5884 1.5844 -0.0739
C 0.3606 4.5892 3.2482
H 3.8831 -1.9825 -1.2393
C 5.0510 -3.2209 5.9011
H 5.3716 -5.2271 5.2178
C 7.0910 2.1406 -0.9088
H 0.6276 4.1547 -1.8299
C 5.4421 -2.5956 0.0794
C 1.8883 1.7088 8.2621
C 5.7951 -4.5222 5.9279
C 1.4454 -2.0843 5.8099
C 4.8457 3.1037 -0.7753
C 2.1695 1.1617 5.5704
C 8.0116 1.1299 -0.7141
C 4.0005 1.9307 -2.8418
Ir -0.1827 -0.6060 0.8648
H 5.9812 3.2830 1.6640
H 7.3860 3.0713 -1.3730
H 6.7736 0.4035 6.0390
H 6.9345 -3.3606 3.5558
C 2.4298 6.5352 -1.6497
O -2.2885 0.7311 0.4716
C 2.9376 -2.0373 5.9016
H 1.7788 1.9229 9.3155
S 3.6432 -0.8100 2.7264
H 3.0420 1.4260 -2.7235
C 0.6070 2.3705 -0.5844
C 5.7633 1.9731 -0.5224
H -1.0815 4.7874 0.8995
C 5.0093 -0.8150 6.1633
C 6.2764 -0.2488 0.2537
C 3.2941 4.2399 -2.2037
H -0.7738 0.6895 5.8282
C 1.3241 2.1928 5.9778
H 4.0898 6.1606 0.4380
H 5.2603 1.2572 5.7071
H 6.5286 0.1632 2.8593
C -0.9195 4.1549 2.9296
H 3.1402 -4.1344 5.6116
H 2.2346 6.6282 -2.7161
C 7.6020 -0.0563 -0.1425
H 3.2092 0.0495 8.5733
H 1.1343 -1.9351 4.7736
H 2.8115 5.2086 3.8746
O -1.0455 -2.2430 -0.5621
H 6.7868 -1.9946 6.1387
C 5.9823 -4.1835 1.8270
H 4.0911 2.2438 -3.8805
H 8.1341 -0.5232 2.5979
H 5.1489 -5.8482 2.8809
C 2.4456 4.5278 4.6377
H 3.1679 3.7217 4.7573
H 1.0724 -3.0541 6.1247
H 2.3826 5.0672 5.5836
Ge 2.2371 0.7279 3.6023
H 7.1665 -1.0380 3.9844
H 2.7007 4.2491 -3.1079
*
```